198
Properties=species:S:1:pos:R:3:lowdin_charge:R:1 method="wB97M-V/def2-TZVPD" spin_multiplicity=1 e_above_lowest_kcal_mol=134.79 energy_ev=-87035.387 homo_ev=-8.03 gap_ha=0.30957 largest_force_ha_per_bohr=0.06089
N -3.65 6.09 -0.91 -0.117
H 5.30 5.77 -2.04 0.087
C -3.60 0.26 2.96 -0.497
H -6.41 8.14 -1.46 0.077
H 4.83 -2.41 -2.65 0.085
C -5.87 7.42 -0.85 -0.016
C 0.46 0.41 -0.56 -0.481
C -5.43 2.68 4.51 -0.025
H 2.62 5.41 0.48 0.087
H -4.17 9.42 -0.42 0.089
H 1.73 1.83 6.52 0.073
H 1.53 -3.67 1.87 0.072
C -4.27 3.15 2.29 -0.135
H -7.41 2.01 2.77 0.077
H 2.57 -6.82 1.29 0.088
H -5.46 3.46 -2.45 0.090
H 1.55 -1.64 -5.58 0.059
H -1.66 -3.10 -0.84 0.070
H -2.73 3.47 -0.73 0.061
C 6.05 -2.32 -5.04 -0.065
H -1.68 -4.67 -5.59 0.115
C -3.85 4.96 -1.90 -0.442
C -0.40 -2.93 -3.98 -0.116
C 4.24 -1.82 -3.35 -0.050
H -4.55 3.25 1.24 0.082
H -3.79 -0.34 5.07 0.089
H 4.46 -0.88 -5.21 0.128
H 7.95 1.54 0.19 0.068
H -2.98 1.09 1.08 0.125
C -5.26 2.32 3.01 -0.487
C 0.78 -1.03 -5.11 -0.025
O 1.17 -3.38 1.03 -0.011
H -0.23 -1.23 5.68 0.101
H -1.60 0.94 2.30 0.107
O -5.93 0.06 3.42 -0.023
H 3.16 -4.90 -0.29 0.073
C 1.65 -0.27 5.85 -0.484
H 0.79 -7.65 -0.53 0.127
H -2.94 -3.63 -7.18 0.089
H -1.74 -7.30 -0.82 0.101
C 1.10 -5.61 0.22 -0.461
C -2.08 -3.81 -7.82 -0.022
H -1.25 -0.58 -3.31 0.063
H -2.65 -5.75 1.05 0.102
C -2.64 1.19 2.12 -0.135
C 1.80 0.63 0.17 -0.034
H -4.55 2.86 5.13 0.073
H -4.21 -1.34 1.60 0.085
H 5.89 0.02 -3.14 0.072
H -3.10 1.20 4.76 0.062
H 2.77 -6.17 -1.27 0.080
H 0.74 -0.08 -5.63 0.082
C 2.86 4.53 -0.12 -0.029
C 0.18 1.56 -1.53 -0.043
C 0.69 -1.42 6.24 -0.115
C 3.54 4.87 -1.44 -0.503
H 6.59 -1.98 -5.92 0.080
H 1.10 0.77 7.67 0.087
C -2.73 3.92 -1.72 -0.054
C 4.28 -1.92 4.78 -0.033
H 1.30 -4.13 -4.90 0.096
H -2.75 3.10 -2.44 0.084
H -6.00 -0.59 2.72 0.091
C -3.10 0.17 4.40 -0.029
H 2.09 -0.53 3.71 0.051
H -0.63 -0.68 -7.42 0.086
H 0.55 -2.46 -8.41 0.073
H 4.91 3.30 -1.80 0.080
H -4.29 4.74 -3.97 0.114
C 7.66 0.50 0.36 -0.048
C -1.11 -6.90 -0.02 -0.151
H -6.05 4.81 -1.92 0.060
N -1.19 -2.11 -6.26 -0.133
H 5.61 -1.33 7.25 0.066
H 0.15 2.39 -0.83 0.063
H 3.88 0.83 7.39 0.098
H -0.85 -3.39 2.87 0.074
C -0.98 -4.31 0.85 -0.446
C -0.67 -4.45 -5.92 -0.160
H -5.92 1.89 5.08 0.073
O 0.45 -0.79 -1.27 -0.055
H -2.47 2.81 3.53 0.104
C -3.59 -1.19 2.49 -0.050
H 4.14 3.90 -3.31 0.088
H -4.08 7.18 -4.56 0.115
C 4.82 -2.08 7.32 -0.037
H 3.05 -3.93 5.93 0.108
H 7.44 -0.02 -0.57 0.062
C 1.61 0.20 4.36 -0.019
H 2.86 5.42 -2.08 0.127
H 0.09 -5.02 -4.00 0.090
H 0.55 -4.23 -8.29 0.082
H 2.71 -3.35 7.46 0.104
H -6.58 2.18 1.23 0.080
H -6.45 6.52 -1.05 0.055
H 3.77 -0.94 -2.90 0.072
H -2.87 7.78 -2.72 0.128
H -2.13 -4.51 2.71 0.080
H -2.10 3.13 1.81 0.097
C 2.68 -3.03 6.42 -0.112
H 3.48 2.74 -2.11 0.061
H 4.60 -1.94 8.38 0.077
H -2.69 5.45 -3.77 0.117
H -6.23 3.41 4.70 0.080
C 2.28 -5.33 -0.77 -0.049
H 6.22 0.24 3.40 0.059
H 2.61 0.48 -0.55 0.072
H -4.37 4.16 2.70 0.120
O 6.07 -0.27 -4.04 -0.046
H -1.18 -7.59 0.83 0.099
H 3.49 -2.40 -3.88 0.068
H -0.58 -5.23 2.67 0.077
C 5.14 -1.25 -4.45 -0.502
H 3.47 -2.03 4.06 0.061
H 0.91 1.61 -2.34 0.088
C 1.27 -2.78 5.83 -0.178
H 8.57 0.04 0.75 0.071
H 1.91 1.61 0.63 0.068
H 5.37 -3.15 -5.26 0.071
H 4.67 -0.95 4.47 0.063
C 0.31 -6.68 -0.51 -0.148
O -1.45 -0.95 -7.00 -0.004
H -2.78 -2.81 0.51 0.062
H 2.09 -4.69 -1.64 0.073
H -5.46 6.80 -3.54 0.114
O 6.92 0.32 2.74 -0.056
H 0.17 1.39 6.20 0.087
H -2.19 -3.21 -8.73 0.073
H -6.14 7.74 0.16 0.074
H -2.58 -1.46 2.19 0.054
H -3.89 -1.97 3.18 0.091
C 0.23 -4.20 -4.71 -0.129
H 0.57 0.20 4.02 0.065
H 1.06 -6.60 2.14 0.074
N 0.41 -4.33 0.43 -0.126
H 5.39 -3.00 7.22 0.079
H 0.67 -3.66 6.05 0.106
H 4.60 -0.56 1.74 0.056
C -3.72 8.46 -0.20 -0.039
O -3.66 5.70 0.43 -0.009
H -2.15 -0.35 4.41 0.071
H -2.72 5.88 0.52 0.111
H -4.43 8.75 -2.70 0.125
N 2.99 -0.57 6.38 -0.094
C -6.61 2.54 2.26 -0.038
C -1.11 -4.32 2.37 -0.039
C 5.48 -0.78 1.14 -0.053
C -1.75 -3.03 0.24 -0.018
H -2.48 -5.19 -0.50 0.097
C -4.31 7.38 -1.13 -0.492
C -1.58 -0.76 -4.34 -0.031
C 4.00 3.69 -2.25 -0.072
C 1.80 -6.08 1.53 -0.018
H -0.85 1.68 -1.87 0.059
C -5.17 4.21 -1.71 -0.038
H -1.87 -4.82 -8.17 0.078
H 2.00 1.20 4.17 0.088
C 6.45 0.45 1.37 -0.410
H -3.96 8.19 0.83 0.075
H 5.93 1.34 1.00 0.114
C -4.37 6.81 -3.58 -0.210
H 1.35 -3.19 -6.99 0.060
H -1.36 -3.09 -3.49 0.113
H 0.21 -2.61 -3.13 0.095
H -2.63 -1.05 -4.37 0.083
N -4.93 0.86 2.80 -0.095
H -0.37 0.42 0.16 0.115
H 1.28 -2.88 4.75 0.087
H 1.93 -0.09 0.98 0.062
H 0.50 -1.44 7.31 0.121
H -2.64 8.42 -0.34 0.087
H -6.88 3.59 2.12 0.085
H 3.51 3.76 0.29 0.076
C -1.86 -5.52 0.33 -0.091
C 0.55 -3.30 -7.71 -0.014
C -3.71 5.46 -3.40 -0.113
H 5.93 -1.76 1.35 0.080
H 1.13 -0.83 -4.09 0.067
H -1.25 -2.11 0.56 0.056
H -5.27 3.92 -0.66 0.068
C 1.09 0.95 6.59 -0.059
C -0.85 -3.32 -6.99 -0.492
H 6.75 -2.80 -4.36 0.081
C 3.73 -1.82 6.19 -0.451
H 5.24 -0.82 0.08 0.053
C -2.78 2.63 2.50 -0.152
H -1.75 0.15 -4.92 0.072
H 0.12 -6.41 -1.56 0.114
H -0.39 -5.31 -6.53 0.109
H -1.73 4.36 -1.82 0.081
H 2.28 -5.30 2.13 0.073
C -3.94 7.79 -2.55 -0.170
H 1.97 3.96 -0.41 0.057
H 0.88 -1.49 -0.77 0.070
C -0.56 -1.79 -4.96 -0.478
H 5.07 -2.66 4.71 0.092
O 4.71 5.66 -1.28 -0.059
O 3.81 0.61 6.46 -0.020